No. 1
{
  "formula": "C4H13NO",
  "method": "ωB97M-V/def2-TZVPD",
  "de_lowest_kj_mol": 71.6,
  "mol_weight_g_mol": 91.15,
  "smiles": "CCCNC.O",
  "largest_force_ev_per_a": 0.85,
  "homo_lumo_gap_ha": 0.3419,
  "multiplicity": 1,
  "homo_energy_ev": -8.33,
  "symbols": ["C", "H", "C", "C", "H", "H", "O", "H", "N", "C", "H", "H", "H", "H", "H", "H", "H", "H", "H"],
  "positions_angstrom": [[0.556, 0.081, 0.185], [0.191, 3.613, -4.539], [1.054, -0.842, 1.291], [-0.382, 1.177, 0.683], [1.522, -0.239, 2.074], [0.066, -0.545, -0.566], [-0.709, 3.415, -4.261], [0.565, -3.304, 0.670], [0.019, -1.660, 1.863], [-0.326, -2.848, 1.128], [-0.267, 2.080, 0.095], [1.878, -1.473, 0.925], [-1.010, -2.617, 0.310], [0.077, -1.705, 2.864], [1.420, 0.481, -0.351], [-0.824, -3.540, 1.792], [-1.433, 0.927, 0.657], [-1.178, 4.249, -4.393], [-0.153, 1.390, 1.718]],
  "forces_ev_per_a": [[-0.030, -0.557, -0.403], [0.065, -0.075, 0.006], [0.474, 0.114, 0.037], [0.203, -0.035, -0.119], [-0.204, 0.088, 0.114], [-0.144, 0.050, -0.013], [-0.087, 0.288, -0.061], [-0.059, -0.236, 0.159], [-0.251, 0.783, 0.198], [0.189, 0.269, 0.014], [0.056, 0.237, -0.046], [-0.007, -0.042, -0.283], [-0.103, 0.000, -0.050], [-0.018, -0.533, -0.090], [0.029, 0.248, 0.206], [-0.057, -0.334, 0.036], [-0.189, -0.354, -0.079], [0.023, -0.214, 0.058], [0.110, 0.304, 0.318]],
  "mulliken_charge": [-0.35, 0.32, -0.83, -1.07, 0.45, 0.25, -0.64, 0.28, -0.25, -0.87, 0.34, 0.33, 0.22, 0.23, 0.34, 0.36, 0.27, 0.32, 0.31]
}

***

No. 2
{
  "formula": "C4H13NO2",
  "method": "ωB97M-V/def2-TZVPD",
  "de_lowest_kj_mol": 19.4,
  "mol_weight_g_mol": 107.15,
  "largest_force_ev_per_a": 1.93,
  "homo_lumo_gap_ha": [0.0913, 0.3285],
  "multiplicity": 2,
  "homo_energy_ev": [1.30, -5.14],
  "total_charge": -1,
  "symbols": ["C", "H", "C", "H", "H", "C", "H", "H", "H", "H", "C", "H", "O", "H", "H", "H", "H", "O", "N", "H"],
  "positions_angstrom": [[-1.436, 0.670, -0.531], [2.614, 0.874, -0.494], [-0.403, -0.319, 1.463], [0.810, -0.315, -1.456], [-1.006, -0.501, 2.360], [-0.770, 1.008, 0.830], [0.131, 1.580, 0.593], [-1.098, 1.328, -1.334], [1.540, -0.865, -2.632], [-2.528, 0.758, -0.487], [-0.707, -1.422, 0.414], [0.640, -0.386, 1.768], [1.627, -0.210, -1.954], [-1.500, -2.061, 0.824], [-1.435, 1.718, 1.320], [3.533, 1.157, 0.704], [-1.750, -1.176, -1.365], [2.615, 0.949, 0.485], [-1.048, -0.722, -0.804], [0.171, -2.063, 0.296]],
  "forces_ev_per_a": [[-0.149, -0.526, 0.440], [-0.203, -0.284, 0.460], [-0.450, -0.522, 0.542], [-0.801, -0.159, 0.280], [0.020, -0.037, -0.042], [0.278, 0.776, -1.748], [0.076, -0.113, 0.196], [0.120, 0.011, -0.053], [0.021, -0.695, -0.864], [-0.005, 0.068, 0.175], [-0.081, 0.103, 1.034], [0.073, 0.333, -0.082], [0.737, 0.878, 0.475], [-0.148, 0.021, -0.332], [-0.060, -0.346, 0.696], [-0.139, -0.039, -0.016], [-0.104, -0.377, -0.185], [0.333, 0.219, -0.447], [0.464, 0.688, -0.258], [0.020, 0.001, -0.271]],
  "mulliken_charge": [-2.21, 0.31, -0.36, 0.26, 0.35, -0.53, 0.07, 0.37, 0.51, 0.96, -1.92, 0.24, -0.42, 0.89, 0.48, 0.39, 0.41, -0.96, -0.03, 0.19]
}

***

No. 3
{
  "formula": "C4H13NO2",
  "method": "ωB97M-V/def2-TZVPD",
  "de_lowest_kj_mol": 202.4,
  "mol_weight_g_mol": 107.15,
  "smiles": "C/C=C/NC.O.O",
  "largest_force_ev_per_a": 2.62,
  "homo_lumo_gap_ha": 0.3280,
  "multiplicity": 1,
  "homo_energy_ev": -8.08,
  "symbols": ["H", "N", "H", "H", "H", "C", "H", "H", "H", "H", "H", "H", "H", "C", "O", "O", "C", "H", "H", "C"],
  "positions_angstrom": [[1.639, -0.552, -1.460], [-0.572, 0.734, -1.101], [-1.968, 0.842, -2.792], [1.433, -0.146, 2.887], [-2.137, 2.045, -1.651], [1.726, -2.008, 0.113], [0.224, 1.310, -1.432], [1.393, -2.944, -0.452], [2.776, -1.707, 0.148], [-2.600, 0.211, -1.310], [1.383, -2.135, 1.166], [0.196, -0.312, 1.971], [-1.027, 1.391, 1.773], [-0.195, -0.469, -0.524], [-0.881, 2.322, 1.497], [0.599, 0.232, 2.634], [1.052, -0.904, -0.567], [-0.273, 2.178, 0.799], [-0.933, -1.032, 0.041], [-1.835, 0.946, -1.738]],
  "forces_ev_per_a": [[-0.352, 0.316, 1.113], [0.861, 0.503, -0.641], [0.845, -0.794, -1.167], [0.410, -0.436, -0.035], [0.037, -1.443, 0.697], [-1.182, -1.241, 0.764], [-0.929, -0.793, 0.205], [1.435, 0.770, 0.824], [0.064, -1.051, -0.145], [0.870, 1.378, -0.174], [0.214, -0.020, -0.632], [0.150, -0.696, -0.588], [0.010, 1.141, 0.140], [-0.039, 0.105, 0.123], [-1.255, -0.698, 1.138], [-0.334, 0.834, 0.748], [0.683, 0.798, -2.404], [0.960, 0.025, -1.207], [-0.392, 0.360, 0.204], [-2.055, 0.941, 1.035]],
  "mulliken_charge": [0.23, -0.13, 0.33, 0.32, 0.26, -1.17, 0.25, 0.29, 0.33, 0.25, 0.21, 0.31, 0.30, -0.02, -0.61, -0.65, -0.44, 0.32, 0.49, -0.85]
}

***

No. 4
{
  "formula": "C4H13NO2",
  "method": "ωB97M-V/def2-TZVPD",
  "de_lowest_kj_mol": 142.6,
  "mol_weight_g_mol": 107.15,
  "smiles": "C[C@H](O)CCN.O",
  "largest_force_ev_per_a": 3.55,
  "homo_lumo_gap_ha": 0.3498,
  "multiplicity": 1,
  "homo_energy_ev": -8.96,
  "symbols": ["H", "H", "C", "C", "H", "H", "C", "O", "H", "C", "H", "H", "H", "N", "H", "H", "H", "H", "O", "H"],
  "positions_angstrom": [[3.452, 1.376, 3.018], [1.076, 0.493, 0.239], [0.977, -0.441, -0.331], [-2.661, 0.113, -1.704], [-3.686, -0.204, -1.497], [-2.715, 1.064, -2.211], [-0.332, -0.454, -1.178], [-1.405, 1.291, 0.068], [4.311, 2.047, 3.959], [-1.700, 0.011, -0.570], [-1.901, -0.756, 0.199], [0.094, -1.125, 1.402], [-0.488, -1.517, -1.402], [0.798, -1.400, 0.739], [1.723, -0.690, -1.079], [-2.396, -0.517, -2.562], [-0.459, 1.383, 0.041], [-0.098, 0.058, -2.135], [3.853, 1.202, 3.879], [1.556, -1.933, 1.126]],
  "forces_ev_per_a": [[-0.319, -0.611, -0.024], [0.827, 0.619, -1.134], [-2.340, -0.079, 0.866], [-1.482, -0.712, -1.140], [0.037, 0.270, 0.389], [0.170, 0.753, 0.534], [0.192, -0.463, -0.519], [-1.579, -0.565, -0.099], [0.294, -0.111, 0.623], [3.512, 0.467, 0.174], [-0.662, 0.534, -0.242], [0.233, -0.036, 0.204], [0.174, 0.113, -0.272], [-0.131, -1.246, -0.307], [0.638, 0.148, 0.661], [0.356, -0.381, 0.434], [0.401, 0.213, 0.029], [-0.486, 0.012, 0.429], [0.020, 0.716, -0.603], [0.144, 0.358, -0.001]],
  "mulliken_charge": [0.30, 0.23, -0.37, -1.40, 0.33, 0.37, -1.08, -0.53, 0.33, 0.57, 0.26, 0.17, 0.40, -0.50, 0.40, 0.35, 0.28, 0.34, -0.63, 0.16]
}

***

No. 5
{
  "formula": "C4H13NO2",
  "method": "ωB97M-V/def2-TZVPD",
  "de_lowest_kj_mol": 84.6,
  "mol_weight_g_mol": 107.15,
  "smiles": "NCCCCO.O",
  "largest_force_ev_per_a": 2.09,
  "homo_lumo_gap_ha": 0.3691,
  "multiplicity": 1,
  "homo_energy_ev": -9.31,
  "symbols": ["H", "H", "H", "H", "O", "H", "C", "O", "H", "H", "H", "C", "C", "H", "H", "H", "H", "C", "N", "H"],
  "positions_angstrom": [[0.987, -1.855, -0.030], [-1.590, 2.454, -3.363], [-1.482, -0.806, 2.256], [1.078, -0.243, 1.890], [-0.887, 2.751, -3.954], [2.393, 0.403, -0.049], [0.564, 0.823, -0.471], [1.862, 0.425, -0.851], [-0.639, -2.301, 0.491], [1.142, -1.941, 2.340], [-0.709, -0.639, -1.309], [0.503, -1.177, 1.902], [0.094, -1.500, 0.484], [-1.100, 2.282, -4.769], [0.196, 1.476, -1.265], [-0.579, -0.316, 3.478], [-1.293, 0.151, 0.252], [-0.484, -0.311, -0.292], [-0.652, -1.051, 2.790], [0.597, 1.375, 0.468]],
  "forces_ev_per_a": [[-0.103, -0.083, -0.207], [0.145, 0.166, 0.091], [0.105, -0.160, 0.032], [0.186, -0.036, 0.032], [-0.361, -0.283, -0.004], [0.104, -0.143, -0.199], [-0.878, 0.060, 0.129], [0.181, -0.281, 0.185], [-0.043, -0.311, 0.040], [0.195, -0.151, -0.282], [-0.663, -0.069, 0.228], [-0.067, 0.518, 0.616], [0.063, 0.041, -0.114], [0.204, 0.111, -0.070], [0.035, 0.195, 0.152], [0.371, 0.021, 0.136], [-0.725, -0.029, -0.238], [2.071, -0.006, -0.288], [-0.913, 0.110, -0.215], [0.094, 0.330, -0.022]],
  "mulliken_charge": [0.37, 0.31, 0.24, 0.23, -0.63, 0.34, -0.68, -0.55, 0.38, 0.26, 0.34, -0.35, -0.84, 0.32, 0.31, 0.22, 0.21, -0.23, -0.61, 0.36]
}

***

Question: Which formula does entry 3 have?
Answer: C4H13NO2

***

Question: Number 1 is which compound?
Answer: C4H13NO